No. 1
C34H47BN8RuS4 | ωB97M-V with the def2-TZVPD basis set

Last column: Mulliken charge in e.
Element x y z (Å)
Ru: 1.578 -2.037 0.302  -1.265
C: 1.855 1.109 4.504  -1.894
C: 0.683 0.915 3.594  0.165
C: -0.558 1.433 3.845  -0.296
C: -1.640 1.201 2.963  -0.034
N: -1.469 0.510 1.858  -0.370
N: -0.253 0.024 1.610  0.794
B: -0.014 -0.602 0.208  1.250
N: 0.370 0.520 -0.794  0.608
N: -0.070 1.746 -0.544  -0.432
C: 0.050 2.653 -1.489  -0.249
C: 0.589 2.302 -2.748  -0.293
C: 1.053 1.035 -2.992  0.515
C: 1.647 0.610 -4.297  -1.976
C: 0.951 0.129 -1.918  0.671
S: 1.600 -1.490 -1.949  -0.228
C: -0.469 4.040 -1.143  2.161
C: -2.001 3.951 -1.061  -1.183
C: -0.072 5.067 -2.204  -2.204
C: 0.096 4.462 0.219  -1.511
N: -1.359 -1.224 -0.325  0.551
N: -2.194 -0.481 -1.017  -0.054
C: -3.334 -1.034 -1.412  -0.443
C: -3.654 -2.349 -1.032  -0.183
C: -2.771 -3.121 -0.311  0.282
C: -3.040 -4.540 0.080  -1.827
C: -1.560 -2.494 -0.004  0.394
S: -0.148 -3.273 0.698  -0.285
C: -4.221 -0.167 -2.290  2.200
C: -5.459 -0.927 -2.765  -2.308
C: -3.394 0.276 -3.508  -1.493
C: -4.653 1.065 -1.486  -1.220
C: 0.787 0.163 2.409  0.647
S: 2.268 -0.654 1.915  -0.572
C: -3.016 1.765 3.257  2.170
C: -3.490 1.232 4.617  -1.791
C: -4.011 1.362 2.173  -1.618
C: -2.902 3.297 3.305  -1.512
H: 1.597 1.772 5.326  0.415
H: 2.700 1.540 3.965  0.437
H: 2.180 0.155 4.922  0.402
H: -0.724 2.020 4.739  0.488
H: 0.652 3.048 -3.527  0.574
H: 1.668 1.435 -5.005  0.401
H: 1.068 -0.206 -4.733  0.420
H: 2.666 0.245 -4.153  0.443
H: -2.430 3.637 -2.015  0.392
H: -2.413 4.930 -0.814  0.523
H: -2.304 3.238 -0.292  -0.170
H: -0.545 4.868 -3.167  0.434
H: 1.010 5.114 -2.343  0.488
H: -0.403 6.054 -1.883  0.416
H: -0.200 3.760 0.998  0.136
H: -0.288 5.448 0.481  0.462
H: 1.186 4.521 0.193  0.385
H: -4.601 -2.774 -1.334  0.632
H: -4.042 -4.840 -0.215  0.399
H: -2.943 -4.668 1.159  0.399
H: -2.325 -5.212 -0.399  0.438
H: -5.200 -1.811 -3.351  0.510
H: -6.050 -0.275 -3.407  0.406
H: -6.101 -1.225 -1.934  0.468
H: -3.058 -0.583 -4.092  0.384
H: -2.523 0.855 -3.198  0.160
H: -4.011 0.900 -4.154  0.464
H: -5.245 0.780 -0.614  0.372
H: -5.270 1.707 -2.115  0.541
H: -3.788 1.636 -1.153  -0.124
H: -3.566 0.143 4.613  0.399
H: -4.478 1.637 4.835  0.484
H: -2.830 1.529 5.434  0.354
H: -4.109 0.277 2.114  0.321
H: -3.705 1.735 1.196  -0.032
H: -4.988 1.781 2.411  0.525
H: -2.229 3.639 4.093  0.420
H: -3.885 3.723 3.510  0.501
H: -2.552 3.699 2.352  0.160
N: 4.388 -3.409 2.343  -0.299
C: 4.855 -3.345 1.107  0.554
S: 4.033 -2.642 -0.174  0.038
N: 6.090 -4.003 0.962  -0.131
C: 7.014 -4.034 -0.028  1.355
C: 8.050 -5.018 0.141  -0.502
C: 9.030 -5.147 -0.792  -0.699
C: 9.030 -4.295 -1.917  -0.465
C: 8.032 -3.306 -2.076  -0.856
C: 7.037 -3.162 -1.157  -0.345
H: 3.507 -2.958 2.553  0.156
H: 4.912 -3.787 3.119  0.223
H: 6.320 -4.616 1.737  0.221
H: 8.027 -5.665 1.009  0.293
H: 9.802 -5.895 -0.677  0.403
H: 9.811 -4.389 -2.660  0.400
H: 8.073 -2.647 -2.933  0.385
H: 6.293 -2.391 -1.267  0.273

The HOMO energy (spin up / spin down) is -14.6 / -14.5 eV. The expectation value of S² is 0.772. For the frontier orbital gap (spin up / spin down), the calculation gives 4.20 / 2.64 eV. As for the multiplicity: 2. As for the net charge: +3. As for the LUMO energy (spin up / spin down): -10.36 / -11.84 eV.


No. 2
C34H47BaN9P2 | ωB97M-V with the def2-TZVPD basis set

Last column: Mulliken charge in e.
Element x y z (Å)
Ba: -0.766 -0.394 -0.602  2.139
C: 1.802 3.088 -4.895  -0.811
N: 0.617 2.236 -4.868  0.220
C: 0.223 1.378 -5.855  -0.358
C: -0.889 0.746 -5.381  -0.641
N: -1.179 1.189 -4.112  -0.330
C: -0.247 2.076 -3.820  0.172
P: -0.332 3.296 -2.468  -0.503
C: -1.898 2.777 -1.684  -0.379
N: -2.215 1.634 -1.103  0.401
C: -3.484 1.785 -0.617  -0.639
C: -3.934 3.045 -0.894  -0.657
N: -2.924 3.669 -1.565  0.209
C: -2.965 5.058 -2.034  -0.845
C: 0.919 2.732 -1.278  -0.121
N: 0.875 1.637 -0.537  0.462
C: 1.835 1.760 0.431  -0.550
C: 2.464 2.966 0.277  -0.898
N: 1.872 3.586 -0.788  0.297
C: 2.297 4.874 -1.331  -0.881
H: 2.041 3.339 -5.924  0.368
H: 2.656 2.591 -4.441  0.288
H: 1.600 4.011 -4.354  0.311
H: 0.754 1.301 -6.792  0.492
H: -1.489 -0.004 -5.873  0.442
H: -3.985 0.983 -0.094  0.321
H: -4.867 3.542 -0.677  0.396
H: -3.943 5.469 -1.805  0.312
H: -2.805 5.109 -3.107  0.338
H: -2.208 5.656 -1.537  0.315
H: 1.987 0.979 1.171  0.317
H: 3.269 3.426 0.829  0.491
H: 2.673 5.492 -0.521  0.343
H: 1.457 5.380 -1.795  0.338
H: 3.087 4.746 -2.068  0.271
N: -3.018 -1.657 -1.837  -0.213
C: -2.660 -2.823 -2.662  -0.682
C: -1.686 -2.405 -3.752  -0.903
N: -0.513 -1.701 -3.228  0.516
C: 0.796 -2.324 -3.473  -0.872
C: 1.255 -3.115 -2.257  -0.740
N: 1.477 -2.187 -1.143  -0.256
H: -3.688 -1.906 -1.121  -0.033
H: -3.455 -0.941 -2.414  0.145
H: -3.523 -3.302 -3.133  0.451
H: -2.187 -3.564 -2.013  0.319
H: -2.222 -1.759 -4.459  0.252
H: -1.379 -3.296 -4.304  0.350
H: -0.531 -0.744 -3.555  -0.128
H: 1.530 -1.536 -3.664  0.385
H: 0.776 -2.972 -4.354  0.369
H: 2.131 -3.716 -2.514  0.400
H: 0.458 -3.807 -1.971  0.319
H: 2.357 -1.698 -1.263  0.021
H: 1.521 -2.649 -0.238  0.189
C: -5.571 -1.523 1.621  -1.347
P: -3.739 -1.306 1.601  0.891
C: -3.201 -2.998 2.059  -1.167
C: -3.498 -0.461 3.209  -1.116
H: -5.898 -1.977 2.560  0.378
H: -5.889 -2.160 0.793  0.359
H: -6.064 -0.554 1.510  0.366
H: -3.733 -3.347 2.947  0.383
H: -2.126 -2.971 2.257  0.245
H: -3.383 -3.694 1.236  0.334
H: -3.959 -1.029 4.021  0.408
H: -3.934 0.541 3.177  0.379
H: -2.424 -0.365 3.392  0.062
C: 0.202 -1.060 1.632  0.069
C: 1.109 -1.140 2.489  -0.640
C: 2.164 -1.243 3.422  -0.735
C: 3.488 -0.902 2.952  0.407
C: 4.567 -0.518 3.797  -0.539
C: 5.810 -0.169 3.296  -0.677
C: 6.072 -0.159 1.924  -0.672
C: 5.027 -0.494 1.068  -0.336
C: 3.779 -0.849 1.560  0.410
C: 1.825 -1.620 4.788  -0.135
C: 2.742 -2.207 5.687  -0.231
C: 2.380 -2.562 6.979  -0.704
C: 1.083 -2.370 7.445  -0.423
C: 0.148 -1.829 6.566  -0.499
C: 0.505 -1.468 5.275  -0.544
H: 4.398 -0.461 4.865  0.592
H: 6.594 0.117 3.990  0.368
H: 7.050 0.106 1.541  0.379
H: 5.193 -0.484 -0.007  0.327
H: 2.978 -1.099 0.875  -0.224
H: 3.750 -2.415 5.350  0.603
H: 3.121 -3.013 7.632  0.340
H: 0.807 -2.641 8.457  0.366
H: -0.876 -1.682 6.896  0.346
H: -0.233 -1.047 4.602  0.455

The HOMO energy is -3.5 eV. For the frontier orbital gap, the calculation gives 3.30 eV. As for the net charge: 0. As for the LUMO energy: -0.22 eV.


No. 3
C34H47BeN2PSb | ωB97M-V with the def2-TZVPD basis set

Last column: Mulliken charge in e.
Element x y z (Å)
Be: -2.312 -0.132 0.554  0.341
N: -2.347 1.103 -0.701  -0.121
C: -2.172 2.542 -0.369  -0.064
C: -2.836 2.907 0.949  -1.280
C: -2.261 2.121 2.119  -0.177
N: -2.742 0.718 2.063  -0.280
H: -1.667 0.873 -1.425  0.006
H: -3.262 0.960 -1.125  0.391
H: -2.558 3.163 -1.178  0.534
H: -1.098 2.726 -0.292  -0.095
H: -3.916 2.733 0.888  0.385
H: -2.700 3.974 1.124  0.483
H: -2.529 2.585 3.069  0.514
H: -1.171 2.095 2.060  -0.068
H: -3.753 0.704 2.177  0.419
H: -2.372 0.200 2.859  0.339
C: 2.902 -3.553 -0.797  -0.560
C: 3.059 -3.110 0.507  -0.630
C: 2.050 -2.382 1.128  -0.484
C: 0.878 -2.101 0.436  0.901
C: 0.725 -2.541 -0.879  -0.471
C: 1.732 -3.267 -1.491  -0.752
P: -0.579 -1.333 1.213  1.350
C: 0.025 -0.743 2.826  0.060
C: 0.921 0.331 2.807  -0.480
C: 1.403 0.864 3.991  -0.699
C: 0.980 0.339 5.207  -0.701
C: 0.079 -0.715 5.234  -0.689
C: -0.397 -1.261 4.047  -0.389
C: -1.649 -2.779 1.499  0.334
C: -1.203 -3.936 2.088  -0.367
C: -2.043 -5.062 2.157  -1.028
C: -3.293 -5.022 1.600  -0.758
C: -3.771 -3.854 0.961  0.949
C: -5.043 -3.802 0.338  -0.880
C: -5.454 -2.661 -0.287  -1.153
C: -4.625 -1.513 -0.299  0.250
C: -3.384 -1.483 0.290  -0.149
C: -2.949 -2.700 0.920  -0.689
H: 3.689 -4.124 -1.272  0.433
H: 3.968 -3.332 1.051  0.446
H: 2.183 -2.053 2.150  0.413
H: -0.196 -2.333 -1.413  0.409
H: 1.606 -3.617 -2.508  0.468
H: 1.243 0.736 1.851  0.386
H: 2.103 1.689 3.969  0.478
H: 1.356 0.751 6.135  0.395
H: -0.250 -1.120 6.182  0.438
H: -1.094 -2.090 4.074  0.479
H: -0.196 -3.997 2.485  0.522
H: -1.684 -5.966 2.631  0.442
H: -3.931 -5.898 1.628  0.411
H: -5.678 -4.680 0.361  0.403
H: -6.423 -2.628 -0.769  0.422
H: -5.016 -0.622 -0.790  0.313
C: 3.319 3.850 -1.664  -1.472
C: 2.028 3.421 -0.976  0.413
C: 2.161 3.514 0.545  -1.325
Sb: 1.294 1.428 -1.501  -0.081
C: 0.190 2.002 -3.306  0.699
C: -0.174 0.750 -4.104  -1.323
C: 0.848 3.062 -4.185  -1.438
C: 3.014 0.337 -2.281  0.708
C: 3.667 0.833 -3.565  -1.423
C: 4.024 0.177 -1.146  -1.289
H: 3.604 4.855 -1.337  0.462
H: 3.224 3.871 -2.749  0.249
H: 4.143 3.182 -1.409  0.225
H: 1.211 4.074 -1.300  0.531
H: 2.976 2.878 0.904  0.344
H: 1.248 3.206 1.062  0.113
H: 2.387 4.539 0.851  0.469
H: -0.726 2.442 -2.890  0.083
H: 0.716 0.313 -4.564  0.297
H: -0.871 0.992 -4.911  0.427
H: -0.635 -0.030 -3.489  0.212
H: 1.796 2.717 -4.595  0.213
H: 1.030 3.989 -3.640  0.343
H: 0.196 3.304 -5.030  0.470
H: 2.562 -0.639 -2.476  0.104
H: 4.084 1.833 -3.456  0.209
H: 2.969 0.841 -4.402  0.280
H: 4.489 0.164 -3.838  0.482
H: 4.546 1.114 -0.943  0.249
H: 4.780 -0.566 -1.416  0.427
H: 3.551 -0.159 -0.220  0.192

The HOMO energy is -10.4 eV. For the frontier orbital gap, the calculation gives 8.38 eV. As for the net charge: +1. As for the LUMO energy: -2.02 eV.


For the records above, the corresponding DFT total energy values read -94519.633; -68700.950; -55226.314 eV.